Density functional theory data (wB97M-V/def2-TZVPD) for C10H27ClIN2P2SYb as an isolated structure.

Output
Electronic energy   -95339.459 eV
⟨S²⟩   0.7573
Charge   +2
Spin multiplicity   2
Highest occupied orbital energy (spin up / spin down)   -0.5326 / -0.5412 Eh

Last column: Mulliken charge in e.
Geometry (Å):
C -1.836 0.106 0.732  0.288
I 1.203 0.163 0.870  -0.031
H -1.404 -0.538 -0.058  -0.383
H -1.175 0.954 0.964  -0.411
H -2.808 0.486 0.380  0.498
Yb -0.187 -0.906 -3.880  0.808
P 0.032 1.766 -1.382  0.585
C -0.260 3.220 -0.277  -1.168
C 1.725 2.225 -1.906  -1.108
H 1.765 3.314 -2.031  0.454
H -0.717 3.437 -2.951  0.417
H 1.930 1.715 -2.860  0.275
H -0.473 1.865 -3.786  0.366
H 0.424 3.215 0.581  0.330
H 2.429 1.891 -1.134  0.391
C -0.873 2.353 -2.877  -1.328
H -0.094 4.134 -0.860  0.514
H -1.946 2.143 -2.754  0.348
H -1.292 3.232 0.100  0.361
P -0.134 -2.060 -1.395  0.318
C -0.078 -3.160 0.061  -1.077
C -0.973 -3.154 -2.609  -1.243
H 1.753 -2.063 -3.119  0.486
H 1.892 -3.264 -1.787  0.421
H 2.217 -1.531 -1.470  0.323
C 1.588 -2.236 -2.030  -1.076
H -0.706 -3.073 -3.691  0.347
H -0.683 -4.163 -2.303  0.409
H 0.056 -4.183 -0.322  0.507
H -1.017 -3.083 0.627  0.373
H -2.060 -3.054 -2.490  0.429
H 0.756 -2.890 0.725  0.284
Cl 1.526 0.288 -5.051  -0.501
S -2.216 -0.922 2.220  -0.136
C -1.025 -0.246 3.286  0.010
N -0.055 -0.975 3.853  0.016
C 0.889 -0.128 4.571  -0.450
C 0.279 1.263 4.445  -0.383
N -0.869 1.046 3.594  0.021
H 0.147 -1.942 3.585  0.281
H 1.894 -0.194 4.145  0.278
H 0.920 -0.424 5.621  0.338
H 0.981 1.987 4.026  0.267
H -0.058 1.614 5.421  0.339
H -1.468 1.772 3.213  0.210

---

Density functional theory data (wB97M-V/def2-TZVPD) for C10H27KNO10P as an isolated structure.

Output
Electronic energy   -58378.979 eV
Charge   -2
Energy relative to the best compared isomer or geometry (same formula, charge and spin)   209.1 kcal/mol
Highest occupied orbital energy   0.0540 Eh

Last column: Mulliken charge in e.
Geometry (Å):
K 10.623 10.678 3.575  -0.162
P 10.016 10.597 -1.435  0.797
O 9.846 9.808 -2.766  -0.678
O 10.274 12.002 -1.863  -0.667
O 11.192 9.852 -0.624  -0.609
O 8.735 10.358 -0.613  -0.688
C 15.883 7.504 -0.598  -0.690
C 16.547 8.549 0.314  -0.252
O 15.419 9.145 1.049  -0.492
O 15.168 7.939 -1.670  -0.491
H 15.212 6.930 0.041  0.366
H 16.663 6.791 -0.867  0.364
H 17.163 9.152 -0.354  0.195
H 17.422 8.312 0.920  0.354
H 14.632 9.267 0.513  0.300
H 14.374 8.349 -1.320  0.343
C 14.987 15.594 4.782  -0.380
C 16.327 14.897 4.541  -0.450
O 17.312 15.614 5.246  -0.533
O 14.097 14.553 4.646  -0.397
H 14.827 16.309 3.975  0.366
H 14.828 15.933 5.805  0.210
H 16.532 14.912 3.470  0.250
H 16.462 13.867 4.873  0.331
H 17.457 16.385 4.694  0.299
H 13.454 15.013 4.100  0.305
C 3.981 12.731 8.247  -0.756
O 5.268 12.819 8.874  -0.283
C 5.922 14.049 8.697  -0.722
C 7.399 14.104 9.110  -0.496
N 8.092 13.141 8.232  -0.270
C 9.489 12.910 8.706  -0.755
C 9.780 12.384 10.079  -0.269
O 10.118 10.941 9.959  -0.333
C 10.002 10.337 11.246  -0.747
H 3.953 13.251 7.289  0.318
H 3.195 13.200 8.840  0.290
H 3.723 11.684 8.091  0.251
H 5.222 14.628 9.299  0.431
H 5.857 14.379 7.660  0.377
H 7.560 13.746 10.126  0.228
H 7.973 15.029 9.054  0.368
H 7.505 12.330 8.099  0.264
H 9.883 13.926 8.720  0.353
H 10.094 12.221 8.117  0.282
H 8.907 12.447 10.729  0.336
H 10.595 12.908 10.580  0.273
H 10.146 11.107 12.004  0.364
H 10.950 9.802 11.186  0.280
H 9.194 9.609 11.315  0.227

---

Density functional theory data (wB97M-V/def2-TZVPD) for C10H27NO6Rb as an isolated structure.

Output
Electronic energy   -25218.958 eV
⟨S²⟩   0.7557
Charge   +2
Spin multiplicity   2
Highest occupied orbital energy (spin up / spin down)   -0.5491 / -0.5491 Eh

Last column: Mulliken charge in e.
Geometry (Å):
Rb 0.826 -1.202 0.112  0.892
C -1.087 1.840 -5.160  -0.646
O -0.445 2.666 -4.128  -0.187
C -1.146 2.833 -2.885  -0.558
C -0.910 1.813 -1.844  -0.372
N 0.472 1.366 -1.601  0.103
C 1.338 2.489 -1.184  -0.687
C 2.721 1.870 -0.789  -0.751
O 2.486 1.061 0.420  -0.186
C 3.841 0.792 1.026  -0.838
H -0.579 2.006 -6.110  0.290
H -2.149 2.060 -5.278  0.356
H -1.187 0.792 -4.876  0.336
H -2.187 2.920 -3.194  0.460
H -0.745 3.791 -2.555  0.316
H -1.492 0.942 -2.146  0.045
H -1.257 2.168 -0.873  0.499
H 0.724 1.126 -2.549  0.302
H 0.755 2.942 -0.383  0.442
H 1.506 3.239 -1.958  0.394
H 3.390 2.726 -0.704  0.432
H 3.175 1.231 -1.546  0.391
H 4.395 1.664 1.374  0.318
H 4.480 0.239 0.337  0.364
H 3.613 0.193 1.907  0.259
C -3.406 -2.193 0.648  -0.296
C -2.182 -2.672 -0.168  -0.319
O -1.709 -1.739 -1.136  -0.468
O -4.409 -1.723 -0.227  -0.514
H -3.065 -1.453 1.372  0.209
H -3.685 -3.129 1.132  0.359
H -2.302 -3.681 -0.562  0.352
H -1.363 -2.924 0.506  0.063
H -2.431 -1.485 -1.715  0.269
H -5.180 -2.036 0.251  0.337
C 0.906 -2.415 5.085  -0.466
C 0.859 -2.419 3.557  -0.369
O 0.241 -1.276 3.041  -0.443
O 1.560 -1.251 5.600  -0.542
H 1.393 -3.345 5.379  0.326
H -0.053 -2.517 5.593  0.334
H 0.364 -3.304 3.158  0.311
H 1.820 -2.410 3.041  0.293
H 0.622 -0.521 3.495  0.278
H 1.479 -1.076 6.540  0.310

---

no.,F_max (eV/A)
1,2.22
2,3.58
3,5.10